This record from the Open Molecules 2025 dataset describes a cluster of 2 separate species, C36H63F2Si4 in total at a distorted geometry. The level of theory is ωB97M-V with the def2-TZVPD basis set.

Computed properties:
Kohn-Sham gap = 6.0889 eV
net charge = +1
max |F| = 1.57 eV/A
LUMO = -5.7 eV
highest occupied orbital energy = -11.745 eV

Geometry (Å):
C1 -2.43 -11.92 9.66
C2 -2.09 -10.65 10.43
C3 -2.46 -9.38 9.64
C4 -1.98 -8.09 10.32
Si1 -3.23 -6.65 10.35
C5 -2.79 -5.38 9.06
C6 -4.96 -7.32 10.07
C7 -3.38 -5.97 12.10
Si2 -1.88 -5.15 12.84
H1 -1.62 -3.83 12.03
C8 -2.20 -4.95 14.67
Si3 -3.89 -4.42 15.35
C9 -3.65 -4.57 17.22
C10 -4.27 -2.64 14.89
C11 -5.34 -5.53 14.84
C12 -6.21 -5.86 16.06
C13 -7.55 -6.49 15.70
C14 -8.40 -6.70 16.95
C15 -0.32 -6.12 12.50
Si4 1.25 -5.97 13.55
C16 1.32 -7.44 14.70
C17 2.77 -5.98 12.45
C18 1.30 -4.42 14.62
C19 2.09 -3.22 14.06
C20 2.51 -2.32 15.23
C21 3.12 -1.01 14.78
H2 -2.12 -12.80 10.24
H3 -3.50 -11.99 9.47
H4 -1.91 -11.95 8.70
H5 -2.61 -10.64 11.40
H6 -1.01 -10.62 10.66
H7 -1.99 -9.44 8.65
H8 -3.54 -9.38 9.47
H9 -1.69 -8.31 11.36
H10 -1.08 -7.73 9.80
H11 -3.64 -4.70 8.88
H12 -1.94 -4.76 9.34
H13 -2.55 -5.86 8.10
H14 -5.68 -6.63 10.53
H15 -5.18 -7.40 9.00
H16 -5.09 -8.31 10.53
H17 -4.18 -5.21 12.07
H18 -3.75 -6.77 12.77
H19 -1.96 -5.91 15.18
H20 -1.49 -4.21 15.08
H21 -4.34 -3.92 17.78
H22 -3.79 -5.60 17.57
H23 -2.62 -4.26 17.46
H24 -5.30 -2.35 15.14
H25 -3.59 -1.98 15.44
H26 -4.11 -2.47 13.82
H27 -5.94 -5.02 14.07
H28 -4.98 -6.46 14.39
H29 -5.66 -6.54 16.73
H30 -6.39 -4.95 16.66
H31 -8.08 -5.86 14.98
H32 -7.37 -7.45 15.20
H33 -9.34 -7.19 16.70
H34 -7.87 -7.33 17.69
H35 -8.62 -5.75 17.44
H36 -0.57 -7.19 12.47
H37 -0.02 -5.85 11.47
H38 2.07 -7.27 15.49
H39 0.35 -7.62 15.18
H40 1.61 -8.34 14.14
H41 3.62 -5.47 12.91
H42 3.07 -7.02 12.26
H43 2.57 -5.50 11.48
H44 0.28 -4.08 14.85
H45 1.73 -4.73 15.59
H46 2.98 -3.54 13.50
H47 1.47 -2.66 13.34
H48 1.64 -2.14 15.89
H49 3.23 -2.87 15.85
H50 3.65 -0.53 15.61
H51 3.81 -1.15 13.94
H52 2.33 -0.32 14.46
F1 -2.01 0.43 6.89
C22 -2.39 -0.40 7.91
C23 -3.76 -0.56 8.15
C24 -4.14 -1.43 9.18
C25 -3.19 -2.03 9.99
C26 -1.80 -1.75 9.82
C27 -0.85 -2.02 10.85
C28 0.52 -1.76 10.64
C29 1.26 -0.89 11.44
C30 2.35 -0.11 10.93
C31 2.56 0.01 9.53
C32 3.66 0.73 9.08
F2 3.84 0.89 7.73
C33 4.60 1.31 9.94
C34 4.36 1.22 11.33
C35 3.23 0.57 11.81
C36 -1.41 -1.03 8.65
H53 -4.49 -0.02 7.54
H54 -5.20 -1.64 9.33
H55 -3.49 -2.72 10.79
H56 -1.20 -2.10 11.88
H57 1.02 -2.20 9.77
H58 0.98 -0.75 12.49
H59 1.86 -0.43 8.82
H60 5.45 1.84 9.54
H61 5.07 1.65 12.03
H62 3.01 0.58 12.88
H63 -0.35 -0.90 8.39